Here is 2 unconnected molecules or ions with the total composition C6H14N2O from the OMol25 dataset. Energies are from ωB97M-V with the def2-TZVPD basis set.

Atoms and positions in Å:
1 C -1.326 -1.781 0.907
2 C -1.094 -0.475 0.761
3 C -0.997 0.482 1.909
4 N -1.028 0.144 -0.511
5 N -1.471 1.457 -0.573
6 O -1.545 -0.643 -1.576
7 H -1.396 -2.462 0.077
8 H -1.308 -2.225 1.886
9 H -1.880 1.116 1.962
10 H -0.890 -0.068 2.839
11 H -0.133 1.126 1.768
12 H -2.488 1.532 -0.645
13 H -1.040 1.915 -1.369
14 H -2.392 -1.039 -1.301
15 C 2.461 1.022 0.293
16 C 1.905 -0.072 -0.209
17 C 1.938 -0.455 -1.650
18 H 2.910 1.771 -0.341
19 H 2.471 1.226 1.352
20 H 1.516 -0.864 0.462
21 H 0.947 -0.793 -1.950
22 H 2.228 0.385 -2.278
23 H 2.613 -1.297 -1.813

As for the spin multiplicity: 1. The energy relative to the best compared isomer or geometry (same formula, charge and spin) comes out at 104.9 kcal/mol. The total charge is 0. The value obtained for the frontier orbital gap is 0.3463 hartree. As for the max |F|: 0.0220 Eh/bohr.